No. 1
Molecular formula: C8H19BrNOPS2
Method: DFT, ωB97M-V with the def2-TZVPD basis set

Output
M   320.258 g/mol
ΔE to the lowest compared entry with this formula, charge and spin   8.3 kJ/mol
DFT total energy   -113142.8575 eV
Max |F|   0.99 eV/Å
Net charge   0
Frontier orbital gap   9.53 eV
SMILES   CCC[C@H](NCC)[C@H](Br)O[C@H](S)[PH2]=S

Atoms and positions in Å:
C (-2.15003, 0.99541, 1.18996)
C (-1.80709, 1.15180, -0.29234)
C (-1.82533, -0.13590, -1.12571)
C (-0.51202, -0.86737, -1.45120)
N (-0.11651, -1.97362, -0.57659)
C (-0.34004, -1.83321, 0.85684)
C (0.33710, -2.96229, 1.62496)
C (0.65718, 0.08301, -1.63006)
Br (2.03551, -0.77531, -2.74789)
O (1.19315, 0.38864, -0.38720)
C (2.20240, 1.35534, -0.35593)
S (3.68393, 0.73690, 0.48671)
P (1.63342, 2.83207, 0.54895)
S (0.39522, 3.98034, -0.40852)
H (-2.67510, 1.87222, 1.55471)
H (-1.25595, 0.88561, 1.80216)
H (-2.75321, 0.10950, 1.37020)
H (-2.53138, 1.83338, -0.73314)
H (-0.85209, 1.66642, -0.37582)
H (-2.49088, -0.85736, -0.65317)
H (-2.28517, 0.09879, -2.08442)
H (-0.64529, -1.31391, -2.43173)
H (-0.59601, -2.80815, -0.88893)
H (-1.40403, -1.81649, 1.11327)
H (0.07161, -0.87990, 1.16939)
H (0.45108, -3.83525, 0.98751)
H (-0.26324, -3.26582, 2.47934)
H (1.31335, -2.66621, 1.99501)
H (0.38752, 0.98333, -2.17669)
H (2.46287, 1.70266, -1.35377)
H (3.64763, -0.43080, -0.14646)
H (1.18407, 2.31476, 1.76442)
H (2.84730, 3.43142, 0.87615)

natural (NBO) population analysis, charges in e, atoms 1 to 5: -0.61 -0.43 -0.42 -0.10 -0.63



No. 2
Molecular formula: C8H19Cl2N2
Method: DFT, ωB97M-V with the def2-TZVPD basis set

Output
M   214.160 g/mol
ΔE to the lowest compared entry with this formula, charge and spin   342.4 kJ/mol
DFT total energy   -36619.2654 eV
Max |F|   5.42 eV/Å
Net charge   +1
Frontier orbital gap   10.00 eV

Atoms and positions in Å:
C (1.97581, 0.11370, -1.44498)
C (2.19019, 1.46967, 0.47139)
C (-1.05527, -1.82115, -0.80401)
C (0.64532, -1.91646, 0.94276)
C (-0.70554, 1.09813, 1.21328)
C (-2.23520, 0.80502, 1.23968)
C (-0.96248, 0.91180, -1.57862)
C (-0.02441, 0.29768, 0.08153)
N (1.43720, 0.37263, -0.10373)
N (-0.40037, -1.19205, 0.25749)
Cl (-2.69625, -0.63790, 2.24840)
Cl (-1.80504, 2.49684, -1.26347)
H (2.74946, -0.59601, -1.25258)
H (1.18951, -0.20967, -2.03267)
H (2.37502, 1.02518, -1.88533)
H (1.70648, 2.41958, 0.40791)
H (2.40142, 1.09295, 1.50054)
H (3.18377, 1.40745, 0.02146)
H (-0.41642, -1.73381, -1.71130)
H (-1.18862, -2.90193, -0.58661)
H (-2.07995, -1.69452, -0.95253)
H (0.99356, -1.22641, 1.78259)
H (0.26965, -2.90377, 1.39121)
H (1.45596, -2.29492, 0.29784)
H (-0.46151, 2.21413, 0.96648)
H (-0.24203, 0.74020, 2.12447)
H (-2.64307, 1.75322, 1.71873)
H (-2.72907, 0.68336, 0.37004)
H (-1.57768, 0.12837, -2.00939)
H (-0.15619, 1.17414, -2.27845)
H (-1.19425, -1.07544, 0.86787)

natural (NBO) population analysis, charges in e, atoms 1 to 5: -0.40 -0.42 -0.44 -0.42 -0.53



No. 3
Molecular formula: C8H19EuNS6
Method: DFT, ωB97M-V with the def2-TZVPD basis set

Output
M   473.613 g/mol
Expectation value of S²   12.14
2S+1   7
DFT total energy   -94430.3900 eV
Max |F|   1.67 eV/Å
Net charge   +1
Frontier orbital gap (spin up / spin down)   5.58 / 7.81 eV

Atoms and positions in Å:
Eu (-0.48784, 0.01236, 1.22647)
S (-0.46899, -2.73768, 0.09123)
S (-0.53616, 2.79717, 0.20423)
C (0.76194, -3.47259, 1.17941)
C (0.41518, -2.47393, -1.47729)
C (1.19656, -1.16686, -1.65370)
N (0.37930, 0.03319, -1.36454)
C (1.07644, 1.30100, -1.67032)
C (0.19483, 2.53279, -1.44399)
H (-0.35668, -2.56678, -2.25504)
H (1.09512, -3.32702, -1.55434)
H (1.50944, -1.12326, -2.71669)
H (2.07728, -1.15348, -0.98818)
H (1.34207, 1.29372, -2.74629)
H (1.98535, 1.35461, -1.04645)
H (-0.66389, 2.52843, -2.13097)
H (0.77747, 3.43995, -1.62341)
C (0.83454, 3.46184, 1.17020)
H (-0.47523, -0.01137, -1.92677)
H (1.74000, 2.87766, 0.99807)
H (0.55407, 3.37278, 2.22494)
H (0.95489, 4.50929, 0.90293)
H (0.39515, -3.34433, 2.20426)
H (1.70808, -2.94241, 1.06397)
H (0.84240, -4.52941, 0.93850)
C (-3.21166, -0.05715, 0.59900)
C (-2.86910, -0.07714, -0.71455)
H (-3.44213, 0.89082, 1.11794)
H (-3.35611, -0.98317, 1.18669)
H (-2.82347, 0.85181, -1.30984)
H (-2.76239, -1.02191, -1.27567)
S (2.31326, 0.08872, 1.79830)
S (1.37639, 0.58328, 3.54419)
S (-0.12188, -0.88319, 3.93298)
S (-1.95421, -0.05771, 3.51475)

natural (NBO) population analysis, charges in e, atoms 1 to 5: 1.08 0.25 0.26 -0.74 -0.54



No. 4
Molecular formula: C8H19FINP
Method: DFT, ωB97M-V with the def2-TZVPD basis set

Output
M   306.123 g/mol
DFT total energy   -30193.5800 eV
Max |F|   1.98 eV/Å
Net charge   +1
Frontier orbital gap   9.61 eV

Atoms and positions in Å:
C (1.12872, -2.81336, 0.45514)
C (0.79925, -1.81847, -0.75438)
I (1.46794, -2.89244, -2.55280)
C (1.62516, -0.48597, -0.51759)
P (0.64968, 1.09912, -0.71004)
C (-1.11517, 0.88050, -1.27622)
C (-1.28592, 0.02972, -2.61352)
N (-2.39206, -0.96850, -2.45796)
C (0.56774, 2.02804, 0.93389)
C (0.43428, 1.01953, 2.17045)
C (-0.52520, 1.58411, 3.28759)
F (-1.87600, 1.30504, 3.00296)
H (0.41685, -3.68547, 0.47322)
H (1.03704, -2.31526, 1.45637)
H (2.19428, -3.14898, 0.34418)
H (-0.31204, -1.68750, -0.73208)
H (2.07518, -0.54654, 0.51371)
H (2.46566, -0.43719, -1.26530)
H (1.34939, 1.96027, -1.60099)
H (-1.70688, 0.48735, -0.40441)
H (-1.52007, 1.91728, -1.47982)
H (-1.55055, 0.66231, -3.50506)
H (-0.31704, -0.47884, -2.89228)
H (-2.38056, -1.26844, -1.47614)
H (-3.26164, -0.42592, -2.53669)
H (-0.37423, 2.64711, 0.91823)
H (1.45052, 2.71745, 1.04695)
H (1.43742, 0.88672, 2.65513)
H (0.11629, -0.00937, 1.82973)
H (-0.25023, 1.07568, 4.24313)
H (-0.34782, 2.68202, 3.44462)

natural (NBO) population analysis, charges in e, atoms 1 to 5: -0.64 -0.33 0.16 -0.77 1.23



Question: Which formula does entry 3 have?
Answer: C8H19EuNS6